(1)
Molecular formula: C30H30AsBaF6N2O5P2
Method: DFT, the ωB97M-V functional and the def2-TZVPD basis

Results
Orbital gap (alpha / beta) = 8.339 / 6.737 eV
HOMO (alpha / beta) = -0.298 / -0.304 Ha
Strongest force on any atom = 0.020 hartree/bohr
⟨S²⟩ = 0.75
Spin multiplicity = 2

Geometry as XYZ:
```
77
Properties=species:S:1:pos:R:3:forces:R:3
Ba -1.500691 0.755246 2.105117 -0.824 0.130 0.574
O -0.591882 3.254340 1.090188 -0.080 0.116 -0.055
C 0.520917 4.146349 1.076986 -0.005 -0.055 0.028
C 1.047576 4.492288 2.472262 -0.035 0.002 -0.034
N 1.482811 3.381877 3.284061 0.028 0.015 0.039
C 2.484724 2.525753 2.732452 -0.039 -0.020 0.024
C 1.920251 1.376497 1.894131 0.213 -0.015 -0.099
O 2.393548 1.272995 0.685068 -0.006 0.032 -0.089
O 1.080223 0.614212 2.359907 0.055 -0.056 -0.134
C 0.798120 3.027393 4.517810 0.006 -0.002 -0.023
C -0.569080 2.364235 4.291308 0.187 0.046 0.237
O -1.389815 3.025607 3.586459 -0.176 -0.114 -0.179
O -0.773604 1.198456 4.694004 0.037 0.152 -0.259
H -1.155954 3.553013 1.832593 0.184 -0.092 0.087
H 1.296672 3.665387 0.477651 0.018 0.003 0.018
H 0.246701 5.080194 0.574883 0.008 0.000 -0.011
H 1.878021 5.198636 2.312638 0.002 -0.005 0.007
H 0.270839 5.024022 3.021842 0.000 -0.001 0.008
H 3.169388 3.103437 2.106813 0.003 0.014 0.010
H 3.070928 2.061280 3.532319 -0.022 -0.020 -0.003
H 1.433018 2.342112 5.078316 -0.009 0.011 0.019
H 0.647068 3.929766 5.118662 -0.010 0.003 -0.009
N 0.391180 -0.947563 -1.300644 -0.058 -0.050 -0.052
P -1.213373 -1.057979 -0.737668 -0.019 0.054 0.010
C -2.158841 -0.355414 -2.126481 0.016 0.075 0.004
C -3.504539 -0.691497 -2.270105 0.005 0.001 -0.001
C -4.270809 -0.084565 -3.251160 -0.004 -0.002 0.000
C -3.704905 0.860680 -4.096505 0.003 0.000 -0.008
C -2.370374 1.206847 -3.952026 -0.004 0.002 0.006
C -1.600662 0.608978 -2.963749 -0.001 -0.030 0.017
C -1.662348 -2.816576 -0.817880 0.053 -0.024 -0.033
C -2.541701 -3.301770 0.145719 -0.023 0.027 0.001
C -2.944320 -4.631904 0.116581 0.009 0.020 0.009
C -2.452901 -5.480051 -0.861874 0.014 -0.011 -0.020
C -1.568847 -5.001700 -1.824381 -0.013 -0.017 0.010
C -1.181041 -3.673485 -1.807232 -0.002 0.019 0.022
P 1.616007 -0.114166 -0.401061 0.028 -0.067 -0.023
C 2.586589 0.446535 -1.819961 0.057 -0.009 0.015
C 3.344542 -0.471824 -2.543195 0.013 0.015 0.025
C 4.015590 -0.069919 -3.689073 -0.004 0.009 -0.014
C 3.928324 1.246368 -4.118735 0.004 -0.015 -0.003
C 3.172134 2.163505 -3.402006 -0.018 0.007 0.018
C 2.502771 1.766551 -2.254340 0.008 0.005 -0.002
C 2.530391 -1.452533 0.402212 -0.005 0.003 0.006
C 3.815397 -1.222250 0.897459 0.020 -0.019 0.002
C 4.513444 -2.242092 1.521412 -0.009 0.005 -0.007
C 3.932603 -3.495240 1.671081 -0.001 -0.002 0.004
C 2.656831 -3.728157 1.182966 -0.004 -0.006 0.006
C 1.957848 -2.713358 0.544020 0.003 0.000 -0.009
H 0.559085 -1.051606 -2.297260 0.025 -0.006 0.011
H -3.961198 -1.412236 -1.603318 -0.006 0.003 -0.015
H -5.316465 -0.344767 -3.348133 0.000 -0.003 0.001
H -4.307480 1.333597 -4.860917 0.000 -0.002 0.000
H -1.926782 1.950642 -4.601427 -0.001 -0.003 -0.001
H -0.564781 0.905241 -2.844292 0.003 0.002 -0.011
H -2.934253 -2.636470 0.908152 -0.004 -0.017 0.003
H -3.637807 -4.998732 0.861539 -0.001 0.000 -0.002
H -2.758609 -6.518120 -0.880885 -0.003 0.000 -0.001
H -1.191150 -5.666006 -2.590888 0.001 0.000 0.000
H -0.502397 -3.301281 -2.566520 0.005 -0.010 0.001
H 3.423479 -1.497934 -2.202772 -0.005 0.003 0.005
H 4.609774 -0.785372 -4.242279 -0.001 0.004 -0.003
H 4.452775 1.559403 -5.012052 0.001 -0.001 0.002
H 3.105210 3.190997 -3.734705 0.001 -0.002 -0.001
H 1.919043 2.484464 -1.692105 -0.008 0.009 0.014
H 4.272341 -0.247933 0.784614 0.000 -0.012 -0.001
H 5.512686 -2.058007 1.893834 -0.001 -0.001 0.000
H 4.476841 -4.288170 2.167209 -0.001 -0.001 -0.001
H 2.198149 -4.701766 1.295474 0.004 -0.001 0.001
H 0.969926 -2.914089 0.152219 -0.009 0.006 -0.009
F -3.743864 -0.755130 2.481634 -0.044 -0.057 -0.002
As -5.217895 0.124165 1.912998 0.600 0.035 -0.057
F -6.221499 -0.977244 2.745891 -0.017 -0.024 0.009
F -4.027735 1.182311 1.090652 -0.001 0.006 -0.045
F -6.510506 1.043950 1.284174 -0.020 -0.019 -0.003
F -5.051996 1.135033 3.294807 -0.063 -0.023 -0.018
F -5.173659 -0.895456 0.515515 -0.059 -0.022 -0.014
```
Positions in Å, forces in eV/Å.

(2)
Molecular formula: C30H30AsBaF6N2O5P2
Method: DFT, the ωB97M-V functional and the def2-TZVPD basis

Results
Orbital gap (alpha / beta) = 8.333 / 7.391 eV
HOMO (alpha / beta) = -0.295 / -0.320 Ha
Strongest force on any atom = 0.003 hartree/bohr
⟨S²⟩ = 0.76
Spin multiplicity = 2

Geometry as XYZ:
```
77
Properties=species:S:1:pos:R:3:forces:R:3
Ba -1.445373 -1.150115 -0.928980 -0.014 -0.014 0.026
O -3.043371 -3.476845 -1.082806 -0.023 -0.033 -0.018
C -3.699761 -4.525531 -0.379879 0.003 0.026 0.009
C -3.297349 -4.499780 1.082197 0.013 -0.009 0.023
N -3.669233 -3.274191 1.792146 0.033 0.021 -0.004
C -4.884669 -2.722868 1.603164 -0.029 0.003 0.002
C -4.924843 -1.481765 0.021393 0.057 0.101 0.011
O -5.922541 -1.741448 -0.565557 -0.033 -0.023 0.008
O -3.942241 -0.783171 0.100107 -0.087 -0.059 -0.053
C -2.684764 -2.648376 2.673019 -0.052 -0.037 0.025
C -1.571955 -1.971374 1.859226 0.054 -0.075 -0.043
O -1.456928 -0.732557 1.911692 0.003 0.053 -0.044
O -0.922135 -2.724379 1.085055 -0.018 -0.081 0.028
H -3.237267 -3.547617 -2.027269 0.021 0.029 -0.003
H -3.401205 -5.498025 -0.779998 0.000 -0.002 -0.003
H -4.782976 -4.428184 -0.497980 0.003 -0.003 0.006
H -2.217537 -4.597979 1.156136 -0.001 -0.003 -0.007
H -3.772528 -5.355231 1.575515 -0.001 0.001 0.002
H -5.182992 -1.982646 2.336925 0.003 -0.001 0.002
H -5.661611 -3.387335 1.246559 0.003 -0.009 0.007
H -2.248957 -3.422000 3.309834 0.008 0.007 0.001
H -3.194120 -1.912642 3.289296 0.007 -0.001 0.011
N 1.274786 1.248716 0.528660 0.027 0.015 -0.042
P 1.724024 -0.297447 -0.029731 -0.108 0.050 -0.051
C 3.131389 0.024977 -1.141956 0.061 -0.001 0.034
C 2.923045 -0.159075 -2.505399 -0.023 0.004 -0.016
C 3.900138 0.209868 -3.422446 -0.014 -0.002 -0.016
C 5.089068 0.763977 -2.978199 0.023 0.006 0.025
C 5.311548 0.942937 -1.615488 -0.014 -0.013 -0.020
C 4.339036 0.571966 -0.702555 -0.013 0.013 -0.003
C 2.500551 -1.015813 1.447115 -0.005 0.011 0.019
C 3.573697 -1.897098 1.339917 0.013 -0.025 -0.015
C 4.078444 -2.526144 2.468007 0.004 -0.002 0.010
C 3.516074 -2.279767 3.712420 -0.011 0.023 -0.004
C 2.441403 -1.407678 3.824156 0.023 -0.016 0.001
C 1.928585 -0.783316 2.697103 -0.015 -0.003 -0.003
P -0.153024 1.956647 -0.063682 -0.007 -0.049 0.085
C -0.653988 2.995059 1.352442 -0.035 -0.008 0.008
C -1.560929 2.454676 2.264591 0.017 0.050 0.003
C -1.930544 3.177685 3.390150 0.003 0.001 -0.013
C -1.402781 4.441658 3.611992 -0.012 -0.014 0.005
C -0.503346 4.985942 2.706037 0.019 0.005 -0.003
C -0.131409 4.267275 1.579433 0.006 0.007 0.016
C 0.399683 3.220742 -1.255679 -0.024 0.049 0.006
C 1.712069 3.323577 -1.700761 -0.002 0.009 -0.016
C 2.059575 4.289643 -2.638854 -0.008 -0.012 0.010
C 1.099543 5.156200 -3.135161 0.003 -0.001 -0.006
C -0.217231 5.052859 -2.700715 0.000 -0.005 -0.006
C -0.565426 4.086767 -1.772913 0.026 0.013 -0.023
H 1.936334 1.821860 1.041969 0.024 -0.011 -0.009
H 1.987559 -0.578662 -2.860234 0.006 -0.009 -0.002
H 3.723955 0.067255 -4.480529 0.000 -0.009 0.002
H 5.849752 1.055314 -3.691225 0.001 0.000 0.001
H 6.243785 1.370642 -1.269300 0.002 0.000 -0.001
H 4.516554 0.708047 0.358827 -0.004 0.000 -0.003
H 4.020993 -2.092313 0.372436 -0.005 -0.004 0.007
H 4.913847 -3.207889 2.373658 0.002 0.001 0.003
H 3.913794 -2.767678 4.592895 -0.002 -0.001 0.003
H 1.995856 -1.216933 4.792203 -0.002 0.002 0.000
H 1.070492 -0.127135 2.780194 -0.004 -0.002 -0.002
H -1.960262 1.462018 2.103162 -0.004 -0.029 -0.005
H -2.635492 2.752519 4.093136 0.003 -0.001 0.001
H -1.694742 5.004456 4.489588 0.000 0.003 -0.005
H -0.091213 5.972499 2.875453 -0.003 0.002 -0.004
H 0.561932 4.705112 0.871664 0.003 -0.008 -0.013
H 2.469325 2.646720 -1.325627 0.006 0.003 0.007
H 3.084614 4.358227 -2.980181 0.002 0.001 -0.002
H 1.370522 5.908060 -3.864930 0.005 -0.001 0.000
H -0.971261 5.724447 -3.090456 -0.003 -0.004 -0.001
H -1.594988 4.010292 -1.438477 0.003 0.003 0.000
F -0.392377 -2.831466 -2.855795 0.057 0.061 -0.019
As -1.048733 -2.091733 -4.328933 0.034 -0.062 0.036
F -1.395296 -3.643399 -4.959985 0.014 0.041 -0.018
F -0.746632 -0.534052 -3.529020 0.028 -0.008 0.064
F -1.771138 -1.275011 -5.640046 0.025 -0.044 -0.048
F -2.596929 -2.096609 -3.461048 -0.060 0.069 0.081
F 0.520118 -2.045379 -5.007641 -0.009 0.008 -0.043
```
Positions in Å, forces in eV/Å.

(3)
Molecular formula: C30H30BaN6O2S4
Method: DFT, the ωB97M-V functional and the def2-TZVPD basis

Results
Net charge = +2
Orbital gap = 7.804 eV
HOMO = -0.485 Ha
Strongest force on any atom = 0.009 hartree/bohr

Geometry as XYZ:
```
73
Properties=species:S:1:pos:R:3:forces:R:3
Ba 0.279381 -0.415416 1.059323 0.268 -0.128 0.347
C 4.325335 2.501700 3.353997 0.050 -0.046 -0.035
C 3.076316 2.327635 4.210102 -0.002 0.017 0.146
S 1.622692 1.480634 3.512237 0.123 0.021 0.100
C 0.547048 2.807519 2.937303 -0.101 0.175 -0.152
C 0.938939 3.561433 1.667177 0.067 -0.183 0.116
S 1.374929 2.507367 0.248555 -0.012 0.270 -0.107
C 3.098350 1.949923 0.461671 -0.036 -0.053 -0.033
C 4.191164 2.998018 0.585423 -0.089 -0.060 -0.067
S 4.270401 3.871113 2.167206 0.031 0.041 0.048
H 4.595022 1.577700 2.840507 -0.001 0.011 0.004
H 5.151342 2.715768 4.033699 -0.005 0.047 -0.004
H 2.720795 3.293786 4.570330 -0.008 -0.009 0.006
H 3.332950 1.742206 5.093999 -0.026 -0.046 -0.012
H 0.368903 3.509374 3.754768 0.081 -0.004 0.017
H -0.404924 2.298597 2.777392 -0.071 -0.028 0.057
H 1.752637 4.255907 1.843979 0.027 0.001 0.026
H 0.082539 4.145408 1.320164 0.018 -0.020 -0.031
H 3.252097 1.378033 -0.457287 0.046 0.047 -0.012
H 3.165674 1.254542 1.299646 -0.052 -0.006 -0.074
H 4.079641 3.768790 -0.177691 -0.005 0.040 0.037
H 5.150843 2.508301 0.409127 0.006 -0.009 -0.007
O 4.203132 -1.623571 -5.335944 -0.005 -0.003 0.000
C 4.824673 -1.813663 -4.088218 -0.012 -0.003 -0.010
C 3.823826 -1.547161 -3.000249 -0.016 0.008 -0.026
C 4.197487 -1.618252 -1.661634 0.075 0.030 -0.008
C 3.244449 -1.365377 -0.701830 -0.086 -0.097 -0.085
N 1.969667 -1.072685 -0.985818 0.066 0.002 0.058
C 1.598864 -1.005966 -2.271092 0.020 -0.009 -0.034
C 2.507028 -1.233154 -3.299490 -0.027 -0.006 0.032
C 0.158235 -0.705513 -2.546362 0.034 -0.019 -0.091
C -0.296957 -0.544912 -3.848339 -0.016 -0.007 0.032
C -1.645720 -0.329835 -4.087657 0.032 -0.011 0.022
C -2.170347 -0.164809 -5.484702 0.015 0.005 -0.013
O -1.086263 -0.181107 -6.382427 -0.007 -0.002 -0.011
C -2.500891 -0.281587 -2.993577 -0.062 0.041 -0.025
C -1.969553 -0.420513 -1.730117 0.089 -0.056 -0.025
N -0.667685 -0.625746 -1.490777 -0.060 0.006 -0.142
H 4.819198 -1.839975 -6.042598 0.006 0.003 0.011
H 5.675148 -1.136837 -3.950673 0.017 0.011 -0.002
H 5.196266 -2.837822 -3.970659 0.005 -0.011 0.002
H 5.211386 -1.863655 -1.372196 -0.008 0.000 -0.004
H 3.513586 -1.411342 0.350518 -0.017 0.010 -0.002
H 2.216428 -1.187039 -4.336174 0.004 -0.002 -0.002
H 0.373251 -0.583745 -4.691284 -0.012 -0.001 -0.009
H -2.727766 0.776839 -5.537340 -0.005 0.013 -0.010
H -2.876149 -0.978278 -5.686937 -0.013 -0.009 0.002
H -1.411149 -0.107540 -7.285236 -0.004 0.001 0.018
H -3.565593 -0.128824 -3.117665 0.011 0.002 -0.004
H -2.619788 -0.376221 -0.863616 0.021 0.011 0.013
S -7.629405 -2.180866 2.663044 0.012 0.008 0.018
N -6.928582 -0.773632 2.319624 -0.007 0.006 -0.016
C -5.627265 -1.005832 2.243789 -0.009 -0.077 0.022
C -4.608989 -0.019689 1.951142 0.039 0.029 0.011
C -4.914108 1.321598 1.710197 0.008 0.002 -0.005
C -3.892966 2.198329 1.424767 -0.053 0.040 -0.017
C -2.594483 1.705526 1.387106 -0.088 -0.080 0.026
N -2.280339 0.436497 1.625772 -0.106 0.086 -0.028
C -3.270435 -0.433413 1.908753 -0.046 0.000 0.001
C -2.909636 -1.844867 2.159481 -0.077 -0.009 -0.059
N -1.607570 -2.189216 2.099319 -0.052 -0.040 -0.014
C -1.276801 -3.454573 2.329807 -0.001 0.080 0.028
C -2.198208 -4.451761 2.629085 -0.026 -0.061 -0.002
C -3.530462 -4.115970 2.676247 0.023 -0.003 0.004
C -3.903567 -2.791267 2.436091 0.071 -0.018 0.082
C -5.283500 -2.355683 2.478321 -0.043 0.061 -0.002
N -6.329769 -3.126993 2.730004 -0.001 -0.007 -0.018
H -5.946093 1.646011 1.748853 0.002 -0.019 0.007
H -4.084803 3.243818 1.229321 0.004 -0.006 -0.001
H -1.774259 2.375383 1.150899 0.010 -0.013 -0.064
H -0.219803 -3.700045 2.286018 -0.003 0.012 -0.022
H -1.862903 -5.462178 2.814490 -0.003 0.008 -0.003
H -4.292878 -4.851234 2.898362 -0.011 0.017 -0.002
```
Positions in Å, forces in eV/Å.

- Which of these has the highest strongest force on any atom?
  number 1